ORCA calculation (the ωB97M-V functional and the def2-TZVPD basis) on a structure of composition C43H58AsGaIN2PSi3.

## Properties
energy above the lowest of the compared OMol25 structures with the same formula, charge and spin = 2.1 kcal per mole
net charge = +2
HOMO level = -12.8 eV
E_tot = -202741.82260 eV

Last column: Mulliken charge in e.
Element x y z (Å)
1 Ga 0.8131 -0.0006 0.2299  -2.05
2 I 3.7165 -0.2738 0.3669  0.36
3 C 3.3758 -0.4755 2.4344  0.52
4 C 4.4882 -0.6040 3.2081  -0.69
5 C 4.3436 -0.7752 4.6025  -0.89
6 C 3.0992 -0.8229 5.1514  -1.00
7 C 1.9372 -0.6813 4.3499  0.84
8 C 0.6507 -0.7335 4.9458  -1.20
9 C -0.4747 -0.5758 4.1964  -0.93
10 C -0.3584 -0.3506 2.8075  -0.18
11 C 0.8571 -0.3031 2.1734  3.04
12 C 2.0471 -0.4838 2.9409  -1.28
13 H 5.4782 -0.5779 2.7698  0.53
14 H 5.2282 -0.8756 5.2190  0.43
15 H 2.9736 -0.9729 6.2187  0.47
16 H 0.5849 -0.9025 6.0156  0.42
17 H -1.4555 -0.6253 4.6575  0.54
18 H -1.2668 -0.2182 2.2336  0.21
19 N -1.2050 -0.2474 -0.3183  1.13
20 C -2.3472 -0.3669 -0.4671  -1.49
21 N -3.6264 -0.5167 -0.6282  1.19
22 C -4.5606 -0.4922 0.5205  -0.36
23 C -5.6757 0.5469 0.2675  -0.82
24 C -5.5628 1.1742 -1.1264  -0.23
25 C -5.4377 0.0972 -2.2055  -0.84
26 C -4.2095 -0.8047 -1.9615  -0.62
27 H -3.9857 -0.2690 1.4160  0.06
28 H -4.9652 -1.4980 0.6350  0.50
29 H -5.6396 1.3245 1.0304  0.41
30 H -6.6457 0.0546 0.3613  0.33
31 H -4.6979 1.8439 -1.1673  -0.14
32 H -6.4464 1.7821 -1.3209  0.49
33 H -5.3591 0.5571 -3.1898  0.39
34 H -6.3443 -0.5121 -2.2107  0.32
35 H -3.4330 -0.6439 -2.7051  0.29
36 H -4.4789 -1.8600 -1.9875  0.43
37 C 4.0677 2.9201 -1.3993  -0.91
38 Si 2.9367 3.5344 -0.0576  0.42
39 C 3.4399 3.1788 1.6901  -0.63
40 C 2.7327 5.3607 -0.2962  -1.08
41 As 0.8256 2.4322 -0.4206  0.51
42 Si 0.2005 2.7903 -2.7069  0.66
43 C 1.3563 1.6803 -3.6326  -0.65
44 C -1.5841 2.3265 -2.9022  -0.55
45 C 0.4712 4.5793 -3.0907  -1.18
46 Si -0.7023 3.5188 1.0893  0.40
47 C -0.2441 3.0079 2.8134  -0.62
48 C -2.4263 2.9917 0.6310  -0.58
49 C -0.5144 5.3501 0.8597  -1.14
50 H 5.1085 3.1527 -1.1389  0.43
51 H 3.8364 3.4443 -2.3327  0.35
52 H 4.0001 1.8474 -1.5786  0.16
53 H 4.5295 3.2750 1.7794  0.44
54 H 3.1640 2.1789 2.0305  0.00
55 H 2.9834 3.9101 2.3634  0.35
56 H 3.7426 5.7916 -0.3224  0.40
57 H 2.1891 5.8413 0.5178  0.29
58 H 2.2433 5.6125 -1.2396  0.27
59 H 1.2500 0.6580 -3.2909  0.01
60 H 2.3937 1.9825 -3.4643  0.28
61 H 1.1679 1.7027 -4.7118  0.47
62 H -1.8019 1.3707 -2.4201  -0.36
63 H -1.8273 2.2414 -3.9681  0.59
64 H -2.2339 3.0923 -2.4685  0.31
65 H 1.5354 4.8225 -3.1545  0.28
66 H 0.0119 5.2170 -2.3309  0.28
67 H 0.0125 4.8268 -4.0554  0.44
68 H -0.8299 2.1450 3.1362  0.08
69 H -0.4421 3.8319 3.5105  0.61
70 H 0.8126 2.7382 2.8970  0.05
71 H -2.4652 1.9326 0.3602  -0.42
72 H -2.7978 3.5793 -0.2143  0.38
73 H -3.0988 3.1586 1.4804  0.59
74 H 0.2678 5.7483 1.5110  0.32
75 H -1.4584 5.8324 1.1395  0.44
76 H -0.2854 5.6360 -0.1691  0.29
77 C 4.4981 -5.0781 -0.3080  -0.64
78 C 4.3242 -4.0762 -1.2561  -0.77
79 C 3.1795 -3.3003 -1.2353  -0.74
80 C 2.1850 -3.5189 -0.2779  0.85
81 C 2.3510 -4.5441 0.6485  -0.55
82 C 3.5097 -5.3140 0.6340  -0.80
83 P 0.6932 -2.4838 -0.4580  0.98
84 C 0.1241 -2.9384 -2.1268  0.14
85 C -0.2035 -1.9654 -3.0584  0.57
86 C -0.6068 -2.3190 -4.3424  -0.86
87 C -0.6881 -3.6570 -4.6911  -0.66
88 C -0.3742 -4.6427 -3.7575  -0.87
89 C 0.0315 -4.2886 -2.4804  -0.47
90 C -0.6030 -3.1513 0.6349  0.92
91 C -0.3739 -3.3098 2.0036  -0.22
92 C -1.3727 -3.8043 2.8323  -1.05
93 C -2.6176 -4.1266 2.3084  -1.02
94 C -2.8641 -3.9466 0.9523  -0.74
95 C -1.8650 -3.4604 0.1203  -0.93
96 H 5.3972 -5.6811 -0.3145  0.43
97 H 5.0770 -3.9085 -2.0179  0.47
98 H 3.0445 -2.5345 -1.9915  0.52
99 H 1.5816 -4.7795 1.3656  0.52
100 H 3.6272 -6.1105 1.3580  0.47
101 H -0.1602 -0.9289 -2.7758  -0.06
102 H -0.8535 -1.5515 -5.0677  0.53
103 H -0.9960 -3.9384 -5.6916  0.43
104 H -0.4400 -5.6901 -4.0291  0.47
105 H 0.2882 -5.0580 -1.7595  0.54
106 H 0.5844 -3.0434 2.4325  0.49
107 H -1.1750 -3.9372 3.8898  0.52
108 H -3.3922 -4.5243 2.9546  0.44
109 H -3.8319 -4.2063 0.5365  0.58
110 H -2.0631 -3.3415 -0.9385  0.30